Below is a structure of composition C45H52BIN9O2P, with properties calculated with ωB97M-V with the def2-TZVPD basis set.

The calculation puts the HOMO energy at -6.75 eV. The electronic energy comes out at -83065.194 eV. The orbital gap is 6.27 eV.

The geometry in ORCA input format:
```
! wB97M-V def2-TZVPD RIJCOSX def2/J DEFGRID3
* xyz 0 1
I -0.098 -4.441 -0.253
P 1.573 -5.956 2.319
O -1.817 -0.223 3.911
O -2.339 -2.425 3.912
N -3.334 0.088 0.090
N -1.133 10.065 4.711
N 1.446 -2.067 -7.556
N 2.898 -5.191 1.928
N 3.247 2.381 -2.743
N -0.033 0.069 -4.518
N -1.156 -4.355 -3.577
N -1.032 4.298 2.890
N 4.998 -5.795 6.126
C 2.744 -2.648 -9.484
C 1.700 -2.857 -8.596
C 4.010 2.662 -1.690
C 3.320 -0.723 -8.204
C 3.478 -4.002 5.661
C -0.959 -2.108 -3.044
C -2.778 11.405 2.907
C -1.233 -4.870 2.758
C -2.920 0.989 0.979
C 0.120 -4.697 -5.574
C -3.109 2.354 0.831
C -3.223 -3.206 3.083
C -0.023 6.753 3.735
C -1.228 5.408 2.182
C -2.106 9.433 4.060
C -1.772 12.078 3.582
C -2.076 -5.187 -4.060
C 4.116 -5.189 5.333
C -0.822 0.234 -3.458
C -0.334 4.407 4.017
C -1.805 -1.304 3.338
C 1.505 1.749 -1.226
C 2.310 2.048 -0.139
C -2.562 -4.308 2.232
C -1.967 -5.815 -5.291
C -0.747 6.653 2.556
C -0.144 -2.297 -4.148
C -1.306 -0.812 -2.689
C 3.593 2.514 -0.375
C 0.188 5.605 4.481
C 3.763 -3.413 6.882
C 0.292 -1.179 -4.846
C -3.948 0.532 -1.002
C -0.978 11.364 4.468
C -2.950 10.052 3.150
C -3.750 2.803 -0.313
C 2.015 1.930 -2.504
C 3.572 -1.556 -9.281
C 2.249 -1.021 -7.374
C -4.174 1.875 -1.257
C -0.844 -5.561 -6.065
C 4.678 -4.033 7.718
C -1.190 -1.479 1.969
C -0.082 -4.125 -4.328
C 5.265 -5.216 7.294
B -0.079 -5.095 1.746
H 5.988 -5.726 7.921
H -1.600 13.134 3.425
H 3.512 -5.748 1.347
H -3.958 -3.621 3.778
H -4.266 -0.227 -1.709
H -1.402 -5.853 3.234
H 4.260 2.760 0.440
H -4.667 2.183 -2.169
H 0.937 -1.288 -5.711
H -1.075 1.261 -3.211
H 1.029 -3.701 -8.726
H -1.967 -1.393 1.194
H -1.928 -0.608 -1.832
H -0.179 11.856 5.010
H -3.417 11.927 2.206
H 3.938 0.142 -8.006
H 0.155 -3.289 -4.463
H 4.399 -1.357 -9.951
H 4.935 -3.611 8.680
H 3.918 -5.669 4.380
H -0.726 -6.028 -7.034
H 2.022 -0.391 -6.521
H -1.312 -2.954 -2.467
H 3.286 -2.487 7.174
H -2.746 -6.481 -5.634
H -2.743 3.035 1.588
H -0.468 -0.675 1.816
H -3.763 -2.524 2.415
H -3.909 3.862 -0.477
H -2.402 0.566 1.827
H -0.189 3.487 4.572
H -3.282 -5.136 2.169
H 0.651 -3.441 -3.914
H 2.781 -3.552 4.967
H 1.943 1.923 0.872
H -0.706 -2.445 1.856
H -0.815 -4.252 3.568
H 0.365 7.709 4.065
H 0.746 5.634 5.407
H -2.451 -3.938 1.208
H 1.415 1.709 -3.377
H -2.211 8.377 4.280
H 0.496 1.383 -1.088
H -3.720 9.484 2.646
H -1.799 5.293 1.265
H 1.008 -4.457 -6.141
H 5.007 3.027 -1.911
H 1.418 -6.047 3.721
H -2.943 -5.354 -3.430
H 2.902 -3.326 -10.312
H 1.440 -7.285 1.861
H -0.935 7.522 1.941
*
```